Below is 2 unconnected molecules or ions with the total composition C38H43N3O6, with properties calculated with ωB97M-V/def2-TZVPD.

Bonds (Å) are listed after each position.
Positions of all 90 atoms, in Å:
1 C -1.38261 -3.33995 3.07699  C2 1.502, H20 1.091, H21 1.095, H22 1.094
2 C 0.00202 -3.49118 2.51571  C1 1.502, O3 1.446, H23 1.099, H24 1.096
3 O 0.54378 -2.15226 2.44910  C2 1.446, C4 1.344
4 C 1.76491 -2.08759 1.89249  O3 1.344, C5 1.473, O19 1.233
5 C 2.44510 -0.78638 2.01217  C4 1.473, C6 1.471, C11 1.414
6 C 1.64430 0.44740 1.99106  C5 1.471, O7 1.233, O8 1.347
7 O 2.00021 1.50776 1.47149  C6 1.233
8 O 0.42277 0.35006 2.55071  C6 1.347, C9 1.448
9 C -0.22058 1.63013 2.76058  O8 1.448, C10 1.503, H25 1.100, H26 1.098
10 C -1.58766 1.31709 3.30130  C9 1.503, H27 1.094, H28 1.097, H29 1.097
11 C 3.84386 -0.73503 2.20960  C5 1.414, C12 1.435, C18 1.430
12 C 4.57908 0.49653 2.17049  C11 1.435, C13 1.375, H30 1.086
13 C 5.94243 0.53613 2.34502  C12 1.375, C14 1.415, H31 1.087
14 C 6.67158 -0.64900 2.60386  C13 1.415, O15 1.362, C17 1.414
15 O 8.01265 -0.51719 2.80100  C14 1.362, C16 1.445
16 C 8.75160 -1.66176 3.28156  O15 1.445, H32 1.090, H33 1.098, H34 1.097
17 C 5.98256 -1.88296 2.64424  C14 1.414, C18 1.385, H35 1.092
18 C 4.61355 -1.91778 2.43918  C11 1.430, C17 1.385, H36 1.085
19 O 2.24461 -3.06437 1.31375  C4 1.233
20 H -1.87224 -4.31239 3.14174  C1 1.091
21 H -1.35921 -2.90543 4.08159  C1 1.095
22 H -1.99493 -2.69404 2.44012  C1 1.094
23 H 0.64879 -4.09438 3.16776  C2 1.099
24 H -0.01429 -3.93182 1.51245  C2 1.096
25 H 0.38865 2.20522 3.47367  C9 1.100
26 H -0.27238 2.17308 1.80728  C9 1.098
27 H -2.11287 2.24282 3.55455  C10 1.094
28 H -2.19141 0.78110 2.55872  C10 1.097
29 H -1.53025 0.69930 4.20567  C10 1.097
30 H 4.03352 1.41262 1.96472  C12 1.086
31 H 6.48478 1.47744 2.30293  C13 1.087
32 H 9.75618 -1.27285 3.44625  C16 1.090
33 H 8.33100 -2.04149 4.22158  C16 1.098
34 H 8.76853 -2.45789 2.52657  C16 1.097
35 H 6.52217 -2.81362 2.82983  C17 1.092
36 H 4.09780 -2.87257 2.42587  C18 1.085
37 C -4.27124 -0.24362 -4.46854  N38 1.447, H65 1.093, H66 1.096, H67 1.097
38 N -3.28780 0.37619 -3.60666  C37 1.447, C39 1.363, C62 1.466
39 C -3.56291 1.55252 -2.97495  N38 1.363, O40 1.231, C41 1.532
40 O -4.61633 2.18353 -3.06003  C39 1.231
41 C -2.31952 1.92843 -2.16253  C39 1.532, C42 1.535, N52 1.465, H68 1.109
42 C -2.63492 2.21068 -0.68657  C41 1.535, C43 1.488, H69 1.103, H70 1.103
43 C -3.55786 3.36380 -0.50929  C42 1.488, C44 1.388, C51 1.444
44 C -3.34171 4.69306 -0.84348  C43 1.388, N45 1.382, H71 1.086
45 N -4.49375 5.41349 -0.59126  C44 1.382, C46 1.393, H72 1.014
46 C -5.47174 4.56714 -0.07395  N45 1.393, C47 1.388, C51 1.426
47 C -6.79417 4.81207 0.26762  C46 1.388, C48 1.404, H73 1.088
48 C -7.56482 3.72565 0.71178  C47 1.404, C49 1.407, H74 1.089
49 C -7.00992 2.43566 0.80237  C48 1.407, C50 1.402, H75 1.089
50 C -5.67708 2.18881 0.44372  C49 1.402, C51 1.393, H76 1.093
51 C -4.90414 3.26138 0.00337  C43 1.444, C46 1.426, C50 1.393
52 N -1.43495 0.77749 -2.35899  C41 1.465, C53 1.350, C62 1.478
53 C -0.24390 0.69407 -1.72811  N52 1.350, C54 1.391, H77 1.096
54 C 0.63761 -0.37541 -1.84068  C53 1.391, C55 1.393, H78 1.090
55 C 1.84231 -0.48755 -1.15046  C54 1.393, C56 1.436, H79 1.092
56 C 2.83271 -1.48264 -1.45396  C55 1.436, C57 1.421, C61 1.421
57 C 4.16695 -1.37262 -0.97835  C56 1.421, C58 1.386, H80 1.092
58 C 5.08075 -2.39963 -1.15834  C57 1.386, C59 1.404, H81 1.091
59 C 4.73663 -3.53118 -1.91473  C58 1.404, C60 1.398, H82 1.092
60 C 3.46120 -3.61422 -2.48115  C59 1.398, C61 1.389, H83 1.090
61 C 2.52398 -2.61458 -2.25528  C56 1.421, C60 1.389, H84 1.089
62 C -2.00235 -0.24106 -3.26811  N38 1.466, N52 1.478, C63 1.536, C64 1.535
63 C -2.24201 -1.57908 -2.55204  C62 1.536, H85 1.099, H86 1.098, H87 1.092
64 C -1.17412 -0.42825 -4.54710  C62 1.535, H88 1.098, H89 1.092, H90 1.098
65 H -5.14307 0.41291 -4.53263  C37 1.093
66 H -3.86304 -0.39743 -5.47393  C37 1.096
67 H -4.58541 -1.21622 -4.07147  C37 1.097
68 H -1.86867 2.82945 -2.62480  C41 1.109
69 H -3.09151 1.30821 -0.24630  C42 1.103
70 H -1.68762 2.39471 -0.15259  C42 1.103
71 H -2.45252 5.14282 -1.27453  C44 1.086
72 H -4.61546 6.40725 -0.75486  N45 1.014
73 H -7.19310 5.82037 0.18237  C47 1.088
74 H -8.60642 3.87813 0.98931  C48 1.089
75 H -7.63333 1.61406 1.15180  C49 1.089
76 H -5.23459 1.19088 0.49101  C50 1.093
77 H 0.03939 1.55130 -1.10601  C53 1.096
78 H 0.37786 -1.18050 -2.52787  C54 1.090
79 H 2.09692 0.28314 -0.41984  C55 1.092
80 H 4.46239 -0.46155 -0.45343  C57 1.092
81 H 6.07135 -2.32583 -0.70741  C58 1.091
82 H 5.45095 -4.34788 -2.03857  C59 1.092
83 H 3.18349 -4.47429 -3.08961  C60 1.090
84 H 1.52482 -2.71406 -2.67675  C61 1.089
85 H -2.94456 -1.42855 -1.71979  C63 1.099
86 H -2.66556 -2.29808 -3.26603  C63 1.098
87 H -1.31158 -1.98638 -2.15101  C63 1.092
88 H -1.18571 0.50862 -5.11991  C64 1.098
89 H -0.13950 -0.68842 -4.31438  C64 1.092
90 H -1.62042 -1.23159 -5.14869  C64 1.098

energy: -56857.581 eV
HOMO energy: -5.526 eV
ΔE to the lowest compared entry with this formula, charge and spin: 0.0 kcal per mole
Kohn-Sham gap: 0.142 Ha
strongest force on any atom: 2.4 eV Å⁻¹